# 1
The following is a DFT calculation (ωB97M-V/def2-TZVPD) of a 2-piece molecular cluster, C4H11N3O2 overall in a non-equilibrium geometry.

Properties
* E_tot: -12890.9247 eV
* HOMO: -8.733 eV
* frontier orbital gap: 9.3 eV
* SMILES string: CN=C(N)N.CC(=O)O
* lowest unoccupied orbital energy: 0.54 eV

Each atom is followed by the atoms it is bonded to, with distances in Å.
Positions of all 20 atoms, in Å:
1 H 1.030 -2.224 -0.202  C18 1.122
2 H -2.864 -1.025 2.050  N11 1.051
3 H -1.080 1.604 0.340  N4 1.054
4 N -1.508 1.099 1.160  H3 1.054, H14 1.013, C19 1.415
5 O -0.449 1.362 -1.640  C13 1.337
6 O 1.382 0.687 -0.624  H9 1.209, C13 1.230
7 H 2.724 1.694 -2.772  C15 1.033
8 H 1.204 2.511 -3.252  C15 1.083
9 H 0.839 0.016 0.223  O6 1.209
10 H -0.191 -2.943 0.596  C18 1.074
11 N -1.913 -0.767 2.416  H2 1.051, H17 1.007, C19 1.334
12 H 1.120 -2.424 1.617  C18 1.107
13 C 0.883 1.251 -1.596  O5 1.337, O6 1.230, C15 1.545
14 H -1.948 1.490 1.984  N4 1.013
15 C 1.696 1.632 -2.853  H7 1.033, H8 1.083, C13 1.545, H20 1.087
16 N -0.057 -0.778 0.918  C18 1.451, C19 1.334
17 H -1.637 -1.612 2.889  N11 1.007
18 C 0.477 -2.119 0.768  H1 1.122, H10 1.074, H12 1.107, N16 1.451
19 C -1.150 -0.237 1.460  N4 1.415, N11 1.334, N16 1.334
20 H 1.442 0.783 -3.482  C15 1.087

# 2
The following is a DFT calculation (ωB97M-V/def2-TZVPD) of a 11-piece molecular cluster, C28H66O17S8 overall in a non-equilibrium geometry.

Properties
* E_tot: -151586.5308 eV
* HOMO: -8.552 eV
* frontier orbital gap: 8.5 eV
* lowest unoccupied orbital energy: -0.07 eV

Each atom is followed by the atoms it is bonded to, with distances in Å.
Positions of all 119 atoms, in Å:
1 O -11.394 7.029 -5.058  S103 1.541
2 C -8.946 9.245 -9.958  H9 1.090, H23 1.090, C49 1.545, H115 1.090
3 H -15.085 4.105 -3.598  C90 1.090
4 C -11.108 5.964 -10.481  O16 1.284, O81 1.247, O89 1.309
5 C -7.987 9.210 -6.656  O21 1.375, O53 1.186, O60 1.321
6 C -12.727 9.391 -4.841  H15 1.090, H30 1.090, H46 1.090, S103 1.873
7 C -10.279 4.122 -4.454  H42 1.090, O66 1.457, C101 1.500, H109 1.090
8 H -8.899 11.318 -8.630  C37 1.090
9 H -9.018 9.873 -10.846  C2 1.090
10 S -11.387 10.137 -12.613  O87 1.562, C97 1.816, C108 1.811
11 C -12.094 8.396 -7.448  H35 1.090, H92 1.090, S103 1.860, H118 1.090
12 C -13.612 5.687 -13.675  H34 1.090, S39 1.803, H102 1.090, H104 1.090
13 O -4.961 4.390 -3.967  S78 1.502
14 H -14.506 7.070 -15.985  C45 1.090
15 H -12.427 9.753 -3.857  C6 1.090
16 O -9.859 5.762 -10.262  C4 1.284, C25 1.419
17 H -8.529 1.544 -8.040  C22 1.090
18 H -5.072 3.847 -13.065  C93 1.090
19 H -9.403 3.889 -10.167  C25 1.090
20 H -16.109 5.491 -3.214  C90 1.090
21 O -7.922 8.582 -7.877  C5 1.375, C49 1.408
22 C -8.536 0.709 -7.338  H17 1.090, H31 1.090, H36 1.090, S67 1.829
23 H -8.815 8.265 -10.416  C2 1.090
24 H -12.824 10.700 -10.697  C97 1.090
25 C -9.658 4.639 -9.418  O16 1.419, H19 1.090, C32 1.519, C47 1.519
26 C -10.982 2.245 -5.412  O66 1.319, O68 1.207, O117 1.332
27 H -9.212 -1.210 -9.527  C84 1.090
28 H -6.183 2.446 -13.006  C93 1.090
29 C -5.093 3.693 -6.533  H54 1.090, S78 1.859, H98 1.090, H100 1.090
30 H -13.029 10.325 -5.314  C6 1.090
31 H -8.207 1.138 -6.392  C22 1.090
32 C -8.611 4.877 -8.344  C25 1.519, H38 1.090, H69 1.090, H96 1.090
33 H -11.776 0.566 -11.181  C65 1.090
34 H -13.077 5.558 -14.616  C12 1.090
35 H -13.101 7.980 -7.398  C11 1.090
36 H -9.534 0.271 -7.329  C22 1.090
37 C -7.997 10.856 -8.229  H8 1.090, C49 1.473, O60 1.428, H86 1.090
38 H -7.638 5.039 -8.809  C32 1.090
39 S -15.357 5.998 -14.004  C12 1.803, C45 1.825, O76 1.532
40 H -14.670 8.174 -14.679  C45 1.090
41 H -11.422 3.601 -8.581  C47 1.090
42 H -11.149 4.746 -4.655  C7 1.090
43 O -5.456 4.621 -10.270  S95 1.534
44 C -9.176 2.469 -2.894  H64 1.090, H70 1.090, H94 1.090, C101 1.542
45 C -15.195 7.370 -15.196  H14 1.090, S39 1.825, H40 1.090, H79 1.090
46 H -13.570 8.705 -4.761  C6 1.090
47 C -11.001 4.599 -8.708  C25 1.519, H41 1.090, O89 1.392, H111 1.090
48 H -12.624 8.696 -14.367  C108 1.090
49 C -7.863 9.551 -8.898  C2 1.545, O21 1.408, C37 1.473, H50 1.090
50 H -6.904 9.396 -9.392  C49 1.090
51 H -14.761 0.845 -9.353  C114 1.090
52 H -11.312 9.655 -14.902  C108 1.090
53 O -7.899 8.695 -5.591  C5 1.186
54 H -5.872 3.001 -6.215  C29 1.090
55 O -15.516 7.365 -5.388  S112 1.571
56 O -7.884 -1.781 -6.958  S67 1.504
57 H -15.402 5.366 -6.969  C113 1.090
58 H -8.045 0.116 -10.001  C84 1.090
59 H -6.086 1.201 -10.891  C106 1.090
60 O -8.101 10.512 -6.847  C5 1.321, C37 1.428
61 H -14.073 0.260 -10.975  C114 1.090
62 H -4.486 2.060 -10.956  C106 1.090
63 H -15.293 1.594 -10.860  C114 1.090
64 H -9.318 2.060 -1.894  C44 1.090
65 C -11.572 1.169 -10.296  H33 1.090, S80 1.849, H105 1.090, H107 1.090
66 O -10.180 3.268 -5.630  C7 1.457, C26 1.319
67 S -7.397 -0.641 -7.811  C22 1.829, O56 1.504, C84 1.843
68 O -11.217 1.329 -6.162  C26 1.207
69 H -8.764 5.832 -7.842  C32 1.090
70 H -8.853 1.709 -3.606  C44 1.090
71 H -7.174 5.273 -5.218  C77 1.090
72 H -14.215 4.120 -6.352  C113 1.090
73 H -13.140 9.227 -11.226  C97 1.090
74 H -16.276 4.468 -4.673  C90 1.090
75 H -6.841 4.090 -13.192  C93 1.090
76 O -15.922 4.854 -14.853  S39 1.532
77 C -6.374 5.928 -5.563  H71 1.090, S78 1.827, H83 1.090, H110 1.090
78 S -4.790 5.054 -5.304  O13 1.502, C29 1.859, C77 1.827
79 H -16.095 7.905 -15.499  C45 1.090
80 S -13.033 2.303 -10.283  C65 1.849, C114 1.882, O119 1.543
81 O -11.529 6.774 -11.330  C4 1.247
82 H -5.464 1.879 -9.432  C106 1.090
83 H -6.298 6.888 -5.054  C77 1.090
84 C -8.196 -0.819 -9.462  H27 1.090, H58 1.090, S67 1.843, H116 1.090
85 H -13.706 10.751 -12.201  C97 1.090
86 H -7.144 11.462 -8.536  C37 1.090
87 O -10.890 11.613 -12.740  S10 1.562
88 H -12.951 10.325 -14.467  C108 1.090
89 O -11.807 5.336 -9.570  C4 1.309, C47 1.392
90 C -15.575 4.984 -4.017  H3 1.090, H20 1.090, H74 1.090, S112 1.859
91 H -11.102 3.581 -2.546  C101 1.090
92 H -12.168 9.418 -7.821  C11 1.090
93 C -6.050 3.494 -12.738  H18 1.090, H28 1.090, H75 1.090, S95 1.859
94 H -8.413 3.247 -2.855  C44 1.090
95 S -6.362 3.559 -10.906  O43 1.534, C93 1.859, C106 1.813
96 H -8.492 4.058 -7.634  C32 1.090
97 C -12.933 10.205 -11.662  S10 1.816, H24 1.090, H73 1.090, H85 1.090
98 H -5.429 4.092 -7.490  C29 1.090
99 H -13.706 5.665 -7.189  C113 1.090
100 H -4.226 3.035 -6.584  C29 1.090
101 C -10.490 3.144 -3.336  C7 1.500, C44 1.542, H91 1.090, O117 1.417
102 H -13.208 6.518 -13.097  C12 1.090
103 S -11.392 8.419 -5.726  O1 1.541, C6 1.873, C11 1.860
104 H -13.459 4.779 -13.091  C12 1.090
105 H -11.431 0.588 -9.385  C65 1.090
106 C -5.481 2.024 -10.512  H59 1.090, H62 1.090, H82 1.090, S95 1.813
107 H -10.636 1.659 -10.564  C65 1.090
108 C -12.137 9.655 -14.190  S10 1.811, H48 1.090, H52 1.090, H88 1.090
109 H -9.326 4.600 -4.227  C7 1.090
110 H -6.543 6.025 -6.636  C77 1.090
111 H -11.289 5.160 -7.819  C47 1.090
112 S -14.547 6.196 -4.982  O55 1.571, C90 1.859, C113 1.858
113 C -14.423 5.175 -6.529  H57 1.090, H72 1.090, H99 1.090, S112 1.858
114 C -14.462 1.082 -10.374  H51 1.090, H61 1.090, H63 1.090, S80 1.882
115 H -9.919 9.216 -9.468  C2 1.090
116 H -7.536 -1.543 -9.940  C84 1.090
117 O -11.273 2.253 -4.112  C26 1.332, C101 1.417
118 H -11.397 7.753 -7.985  C11 1.090
119 O -12.975 2.966 -11.676  S80 1.543

# 3
The following is a DFT calculation (ωB97M-V/def2-TZVPD) of one molecule with the formula C3H7NO2S2 in a non-equilibrium geometry.

Properties
* E_tot: -30476.6157 eV
* HOMO: -9.269 eV
* frontier orbital gap: 9.2 eV
* SMILES string: CC(S)(S)C[N+](=O)[O-]
* lowest unoccupied orbital energy: -0.10 eV

Each atom is followed by the atoms it is bonded to, with distances in Å.
Positions of all 15 atoms, in Å:
1 H 1.187 0.120 2.010  C15 1.090
2 H 0.705 -1.422 1.401  C15 1.109
3 S 0.912 1.996 0.048  H11 1.274, C12 1.803
4 S 2.295 -0.399 -0.704  C12 1.796, H13 1.312
5 H -0.308 -1.300 -1.101  C6 1.056
6 C -0.468 -0.265 -0.964  H5 1.056, H8 1.136, C12 1.596, N14 1.480
7 H -0.603 -0.199 1.728  C15 1.091
8 H -0.393 0.203 -1.996  C6 1.136
9 O -2.020 1.020 0.021  N14 1.207
10 O -2.636 -0.994 -0.563  N14 1.219
11 H 0.193 2.199 1.080  S3 1.274
12 C 0.741 0.203 -0.033  S3 1.803, S4 1.796, C6 1.596, C15 1.559
13 H 1.810 -0.736 -1.875  S4 1.312
14 N -1.840 -0.080 -0.442  C6 1.480, O9 1.207, O10 1.219
15 C 0.424 -0.349 1.390  H1 1.090, H2 1.109, H7 1.091, C12 1.559

Number 1: M 133.2 g mol⁻¹. Number 2: M 931.4 g mol⁻¹. Number 3: M 153.2 g mol⁻¹.